Entry 1:
105
Properties=species:S:1:pos:R:3:mulliken_charge:R:1 method="wB97M-V/def2-TZVPD" homo_lumo_gap_ha=0.2891 homo_ev=-8.47 spin_multiplicity=1
C 2.18 -3.48 -0.68 -0.4140
P 3.54 -2.33 -0.25 0.2656
C 3.34 -0.82 -1.26 -0.6437
C 3.02 -1.68 1.43 -0.5378
O 3.94 -0.61 1.73 -0.3527
C 5.09 -1.02 2.29 0.0268
O 5.72 -0.32 3.04 -0.4879
P 1.32 -1.00 1.42 0.5218
N 0.36 -1.81 2.36 -0.8779
H 2.41 -4.43 -0.22 0.3813
H 2.15 -3.62 -1.75 -0.3081
H 1.19 -3.20 -0.34 0.3263
H 2.98 -1.05 -2.26 0.2863
H 4.31 -0.37 -1.34 0.3288
H 2.68 -0.08 -0.84 0.0130
H 3.06 -2.46 2.17 0.6509
H 5.44 -2.01 2.01 0.4028
H 0.88 -1.01 0.09 0.0675
H 1.44 0.33 1.82 0.0127
H -0.43 -2.19 1.86 0.2583
C 0.26 2.65 -1.40 0.0402
Br 2.05 3.34 -1.30 0.1238
Br 0.15 1.06 -2.49 -0.0416
Br -0.50 2.35 0.34 0.0816
H -0.34 3.41 -1.88 -0.1708
C 1.90 -4.52 -5.20 -0.2963
Br 2.47 -5.87 -3.96 0.0523
Br 1.38 -2.87 -4.35 -0.0074
Br 3.25 -4.19 -6.52 0.0313
H 1.03 -4.91 -5.71 0.2390
C -0.92 6.58 -0.96 0.2411
Br -0.89 8.50 -1.00 -0.0422
Br -2.25 5.91 0.25 0.0531
Br -1.13 5.84 -2.73 -0.0458
H 0.04 6.25 -0.59 -0.2133
C 0.42 -9.35 -2.98 -0.4055
Br 2.32 -9.52 -3.25 -0.0415
Br 0.02 -8.54 -1.28 0.0605
Br -0.42 -8.43 -4.44 0.0149
H 0.01 -10.35 -2.96 0.3576
C -5.71 3.33 1.82 -0.3763
Br -3.89 2.78 1.55 -0.0057
Br -5.84 4.61 3.25 0.0607
Br -6.49 4.01 0.20 -0.0136
H -6.27 2.46 2.11 0.3428
C 6.92 -2.16 -5.77 -0.3922
Br 6.14 -2.52 -4.05 0.0447
Br 7.17 -3.77 -6.78 -0.0228
Br 5.88 -0.87 -6.76 -0.0067
H 7.89 -1.73 -5.61 0.3611
C 1.20 9.91 -4.04 -0.1160
Br 1.94 8.14 -4.08 0.0103
Br 2.55 11.25 -4.28 -0.0188
Br -0.23 10.11 -5.31 -0.0060
H 0.78 10.06 -3.06 0.1081
C 4.64 5.88 0.83 -0.3403
Br 4.51 5.21 2.63 0.0846
Br 5.42 4.57 -0.35 0.0279
Br 2.94 6.48 0.18 0.0057
H 5.31 6.73 0.85 0.3150
C -3.00 -8.11 1.51 -0.3324
Br -1.44 -7.01 1.74 -0.0467
Br -4.45 -7.53 2.63 -0.0521
Br -3.54 -8.21 -0.33 0.0827
H -2.73 -9.10 1.82 0.3530
C -6.54 4.34 7.15 -0.2186
Br -5.02 3.85 8.22 -0.0171
Br -8.19 4.03 8.08 -0.0165
Br -6.38 6.16 6.55 -0.0052
H -6.53 3.71 6.28 0.2451
C 6.18 3.48 5.80 -0.0436
Br 8.01 4.08 5.93 -0.0295
Br 6.02 1.93 4.68 0.1663
Br 5.41 3.20 7.54 -0.0423
H 5.63 4.29 5.34 0.0080
C -7.06 -7.49 -3.04 -0.3057
Br -6.82 -9.29 -2.41 -0.0193
Br -8.17 -6.47 -1.86 -0.0120
Br -5.38 -6.62 -3.36 0.0177
H -7.57 -7.55 -3.99 0.3035
C -4.64 3.83 12.20 0.2872
Br -6.49 4.06 12.65 0.0040
Br -3.56 5.28 12.85 -0.0168
Br -3.98 2.13 12.80 -0.0034
H -4.57 3.84 11.12 -0.2852
C -2.67 8.21 7.01 -0.3658
Br -2.92 7.39 8.73 0.0158
Br -2.04 6.94 5.71 0.0414
Br -4.27 9.09 6.42 -0.0356
H -1.91 8.97 7.12 0.3393
C 9.24 6.07 1.53 -0.2891
Br 8.67 6.39 -0.28 -0.0493
Br 8.26 7.16 2.78 -0.0359
Br 9.13 4.21 1.98 0.0074
H 10.28 6.35 1.59 0.3373
C -3.96 -6.17 -7.60 -0.4306
Br -2.50 -6.75 -6.48 0.0926
Br -5.60 -7.01 -7.08 -0.0006
Br -4.11 -4.25 -7.61 -0.0067
H -3.74 -6.48 -8.61 0.3626
C -7.00 -9.83 -9.41 0.2791
Br -7.13 -11.17 -8.03 0.0013
Br -5.96 -10.45 -10.90 -0.0133
Br -8.73 -9.22 -9.96 -0.0049
H -6.48 -8.99 -8.99 -0.2794

Entry 2:
14
Properties=species:S:1:pos:R:3:nbo_charge:R:1 method="wB97M-V/def2-TZVPD" homo_lumo_gap_ha=0.3139 smiles="Cn1[nH]c(O)cc1=S" homo_ev=-8.25 spin_multiplicity=1 relative_energy_ev=3.922
C 1.29 1.55 0.23 -0.4443
C -1.38 -0.81 -0.06 0.4909
C -0.36 -1.70 0.06 -0.4160
C 0.89 -0.86 -0.22 0.0720
H 1.25 2.55 -0.19 0.2183
H 1.09 1.32 1.29 0.2156
H 2.39 1.30 0.19 0.2438
H -1.30 1.13 -0.88 0.3832
H -3.18 -0.26 0.12 0.4813
H -0.06 -2.78 0.51 0.2894
N 0.49 0.45 -0.64 -0.2657
N -0.87 0.51 -0.17 -0.4683
O -2.75 -1.04 -0.10 -0.6402
S 2.50 -1.36 -0.16 -0.1600

Entry 3:
89
Properties=species:S:1:pos:R:3:mulliken_charge:R:1 method="wB97M-V/def2-TZVPD" homo_lumo_gap_ha=0.3270 homo_ev=-11.66 spin_multiplicity=1 charge=+1
N -3.34 -0.70 -1.59 -0.6269
C -2.61 0.07 -0.57 -0.2532
C -1.45 -0.76 0.10 1.1609
O -1.67 -2.17 0.07 -0.6649
C -1.21 -0.32 1.58 -0.9528
N 0.20 -0.54 1.91 0.3313
N 0.63 -1.36 2.88 -0.0360
C 1.96 -1.30 2.94 -0.0756
N 2.47 -0.47 1.98 -0.5155
C 1.32 -0.02 1.38 0.2045
N 1.30 0.89 0.37 -0.2678
H -2.74 -1.34 -2.10 0.1892
H -3.78 -0.05 -2.23 0.2487
H -2.12 0.94 -1.07 0.0059
H -3.32 0.38 0.23 0.3053
H -0.56 -0.56 -0.54 -0.3028
H -1.23 -2.49 -0.73 0.2631
H -1.79 -1.03 2.21 0.4131
H -1.56 0.70 1.81 0.3415
H 0.02 -1.90 3.50 0.1840
H 2.60 -1.83 3.64 0.4495
H 0.95 1.80 0.62 0.2250
H 1.54 0.63 -0.58 0.1949
C -5.85 2.64 -1.46 -0.8409
C -4.55 3.18 -1.10 0.4509
N -3.52 3.61 -0.82 -0.4442
H -6.35 2.19 -0.60 0.2752
H -6.51 3.41 -1.86 0.3420
H -5.76 1.86 -2.22 0.2550
C -0.13 2.06 -3.48 -0.8326
C 0.25 0.73 -3.03 0.4636
N 0.55 -0.32 -2.68 -0.3889
H 0.72 2.61 -3.90 0.3591
H -0.89 2.02 -4.26 0.0068
H -0.53 2.67 -2.67 0.3074
C 0.33 1.98 -7.85 -0.5570
C -0.91 1.91 -7.09 0.4363
N -1.89 1.84 -6.49 -0.4980
H 1.17 2.21 -7.20 0.2645
H 0.54 1.04 -8.35 0.3198
H 0.28 2.76 -8.61 0.0575
C 2.17 -3.93 -2.18 -0.9129
C 0.77 -3.73 -2.52 0.5589
N -0.33 -3.56 -2.80 -0.4748
H 2.71 -4.41 -2.99 0.3275
H 2.67 -2.98 -1.97 0.2681
H 2.27 -4.56 -1.29 0.2984
C -2.17 -3.64 5.36 -0.9738
C -0.87 -3.05 5.66 0.5181
N 0.15 -2.59 5.92 -0.4487
H -2.62 -4.10 6.25 0.3478
H -2.87 -2.90 4.99 0.2991
H -2.09 -4.42 4.60 0.3435
C 0.99 6.36 -3.12 -0.8825
C 0.58 5.52 -4.23 0.4429
N 0.26 4.85 -5.11 -0.3714
H 1.70 7.12 -3.43 0.3098
H 0.13 6.88 -2.68 0.2865
H 1.45 5.78 -2.32 0.2657
C -2.29 -2.00 -5.76 -0.4370
C -2.30 -1.78 -7.21 0.0992
N -2.30 -1.61 -8.34 -0.3713
H -2.98 -2.78 -5.48 0.3510
H -1.30 -2.29 -5.41 0.1811
H -2.58 -1.09 -5.23 0.1674
C 3.84 -4.03 5.95 -0.5966
C 5.20 -4.48 6.19 0.1598
N 6.28 -4.83 6.38 -0.3647
H 3.22 -4.12 6.85 0.2466
H 3.81 -2.98 5.65 0.1364
H 3.36 -4.61 5.16 0.3955
C 1.46 6.15 -8.71 -0.7264
C 1.06 5.31 -9.84 0.3236
N 0.73 4.65 -10.72 -0.3734
H 2.18 6.91 -9.02 0.3155
H 0.61 6.66 -8.27 0.2504
H 1.93 5.55 -7.93 0.2176
C 0.15 -1.32 9.87 -0.3741
C -1.23 -1.25 9.40 0.2423
N -2.31 -1.20 9.03 -0.4052
H 0.21 -1.76 10.87 0.3089
H 0.77 -1.92 9.21 -0.0435
H 0.60 -0.33 9.93 0.2618
C 4.43 -1.66 9.83 -1.0057
C 3.34 -1.92 8.90 0.6561
N 2.48 -2.13 8.16 -0.5451
H 4.41 -0.62 10.18 0.3025
H 4.36 -2.30 10.71 0.3005
H 5.40 -1.83 9.37 0.3271

Entry 4:
16
Properties=species:S:1:pos:R:3:nbo_charge:R:1 method="wB97M-V/def2-TZVPD" homo_lumo_gap_ha=0.2912 smiles="N#C[C@H]1NNC(C(=O)[O-])=C1N" homo_ev=-4.14 spin_multiplicity=1 charge=-1 relative_energy_ev=3.402
C 1.70 -0.67 -2.31 0.3050
C 0.94 -0.31 -1.01 -0.2354
C -0.55 0.56 0.73 -0.0095
C -1.61 0.68 1.93 0.7664
C -0.47 -0.61 0.16 0.2088
N 2.29 -0.85 -3.28 -0.4139
N 0.78 1.15 -1.08 -0.4763
N 0.32 1.55 0.20 -0.4671
N -0.75 -1.97 0.27 -0.8618
O -1.96 -0.38 2.45 -0.7516
O -1.86 1.85 2.30 -0.7529
H 1.84 -0.63 -0.25 0.1530
H 1.61 1.68 -1.38 0.3566
H -0.06 2.53 0.27 0.3928
H -0.60 -2.39 1.24 0.4037
H -1.63 -2.20 -0.25 0.3822